No. 1
Density functional theory data (ωB97M-V/def2-TZVPD) for C3H7O2Zn as an isolated structure.

Properties
Energy relative to the best compared isomer or geometry (same formula, charge and spin) (eV): 0.000
HOMO (eV): -15.15
Kohn-Sham gap (eV): 9.47
Charge: +1
E_LUMO (eV): -5.68

Geometry (Å):
C  -0.11  1.46  -0.31
O  -1.25  0.71  0.12
C  -1.17  -0.58  0.27
C  -0.70  -1.50  -0.63
H  0.79  0.89  0.05
H  -0.22  2.48  0.07
H  -0.01  1.58  -1.39
H  -1.50  -0.89  1.27
H  -0.56  -1.25  -1.68
H  -0.92  -2.55  -0.38
Zn  1.38  -1.63  -0.05
O  2.92  -1.05  0.52
H  3.48  -0.38  0.12

***

No. 2
Density functional theory data (ωB97M-V/def2-TZVPD) for a 2-piece molecular cluster, C3H7O3 overall.

Properties
Energy relative to the best compared isomer or geometry (same formula, charge and spin) (eV): 0.776
HOMO (eV): -4.54
Kohn-Sham gap (eV): 8.74
Charge: -1
E_LUMO (eV): 4.20

Geometry (Å):
O  -2.93  0.60  0.59
C  -2.64  -0.16  -0.36
O  -1.52  -0.67  -0.69
H  -3.44  -0.40  -1.03
H  0.09  -0.73  -1.14
C  1.58  0.32  -0.36
O  1.08  -0.64  -1.31
C  1.06  0.09  1.07
H  1.26  1.33  -0.70
H  2.66  0.27  -0.40
H  1.60  0.67  1.80
H  1.16  -1.01  1.33
H  0.04  0.34  1.22

***

No. 3
Density functional theory data (ωB97M-V/def2-TZVPD) for a 2-piece molecular cluster, C3H7O3 overall.

Properties
Energy relative to the best compared isomer or geometry (same formula, charge and spin) (eV): 1.159
HOMO (eV): -4.03
Kohn-Sham gap (eV): 8.02
Charge: -1
E_LUMO (eV): 3.99

Geometry (Å):
C  1.76  1.91  0.22
O  0.55  1.87  1.00
H  0.38  0.94  1.21
H  2.46  1.12  0.38
H  1.29  1.86  -0.79
H  2.19  2.90  0.37
C  -1.55  -0.01  -0.44
C  -0.60  -1.23  -0.33
O  0.43  -1.04  0.36
O  -0.88  -2.28  -0.96
H  -2.08  0.15  0.52
H  -2.24  0.15  -1.26
H  -0.88  0.86  -0.51

***

No. 4
Density functional theory data (ωB97M-V/def2-TZVPD) for a 2-piece molecular cluster, C3H7O3 overall.

Properties
Energy relative to the best compared isomer or geometry (same formula, charge and spin) (eV): 1.250
HOMO (eV): -3.96
Kohn-Sham gap (eV): 7.67
Charge: -1
E_LUMO (eV): 3.71

Geometry (Å):
C  0.42  -0.21  -2.05
C  1.13  -1.24  -1.11
O  1.96  -1.95  -1.73
O  0.79  -1.31  0.10
H  1.01  0.69  -2.15
H  -0.56  0.13  -1.68
H  0.20  -0.73  -2.98
C  -0.51  0.91  1.73
O  -1.83  0.99  2.34
H  -1.94  0.20  2.89
H  -0.31  -0.15  1.60
H  -0.60  1.23  0.70
H  0.23  1.43  2.33

***

No. 5
Density functional theory data (ωB97M-V/def2-TZVPD) for an isolated molecule of C3H7O3P.

Properties
Energy relative to the best compared isomer or geometry (same formula, charge and spin) (eV): 3.999
SMILES: O=C(P)[C@H](O)CO
HOMO (eV): -8.78
Kohn-Sham gap (eV): 9.30
Charge: 0
E_LUMO (eV): 0.53

Geometry (Å):
C  1.06  -0.67  -0.42
C  -1.47  0.51  -0.34
C  -0.56  -0.50  0.43
O  1.13  -1.66  -1.08
O  -0.60  1.32  -1.12
O  -1.05  -1.78  0.54
P  2.44  0.53  -0.21
H  -2.01  -0.13  -1.00
H  -2.14  1.21  0.17
H  -0.21  0.13  1.32
H  -0.33  2.12  -0.65
H  -0.30  -2.28  0.74
H  1.45  1.39  0.49
H  2.60  -0.20  1.13

***

No. 6
Density functional theory data (ωB97M-V/def2-TZVPD) for C3H7O3Ru as an isolated structure.

Properties
HOMO (alpha / beta) (eV): -14.35 / -15.43
Kohn-Sham gap (alpha / beta) (eV): 10.64 / 7.31
Charge: +1
⟨S²⟩: 12.02
Multiplicity: 7
E_LUMO (alpha / beta) (eV): -3.71 / -8.12

Geometry (Å):
O  -3.32  -1.45  0.19
Ru  -1.72  -0.78  -0.57
O  -0.95  0.63  -1.60
C  0.43  0.40  -1.71
C  0.97  0.14  -0.31
O  0.08  -0.65  0.48
C  -0.10  -0.18  1.82
H  0.94  1.30  -2.09
H  0.79  -0.39  -2.40
H  1.02  1.15  0.14
H  1.99  -0.29  -0.28
H  -0.10  -1.03  2.52
H  0.79  0.40  2.12
H  -0.83  0.76  1.72

***

No. 7
Density functional theory data (ωB97M-V/def2-TZVPD) for a 2-piece molecular cluster, C3H7O3S overall.

Properties
Energy relative to the best compared isomer or geometry (same formula, charge and spin) (eV): 3.405
HOMO (eV): -2.78
Kohn-Sham gap (eV): 5.97
Charge: -1
E_LUMO (eV): 3.19

Geometry (Å):
C  -1.90  0.69  0.20
C  1.33  -0.16  -0.52
C  -1.91  -0.01  -0.98
O  2.41  1.16  1.41
O  1.24  -1.19  1.82
O  -2.16  -1.21  -1.18
S  2.37  -0.31  1.08
H  -2.42  0.17  0.97
H  0.52  0.43  -0.36
H  -1.59  1.69  0.22
H  2.00  0.32  -1.19
H  0.92  -1.14  -0.95
H  -1.21  0.40  -1.83
H  0.41  -0.86  1.32

***

No. 8
Density functional theory data (ωB97M-V/def2-TZVPD) for a 2-piece molecular cluster, C3H7O3S overall.

Properties
Energy relative to the best compared isomer or geometry (same formula, charge and spin) (eV): 3.605
HOMO (eV): -2.91
Kohn-Sham gap (eV): 6.88
Charge: -1
E_LUMO (eV): 3.98

Geometry (Å):
C  -2.09  0.26  0.62
C  0.92  0.62  -0.85
C  -1.07  -0.70  0.15
O  2.07  0.69  1.46
O  2.64  -1.23  -0.25
O  -1.32  -1.48  -0.77
S  2.42  0.41  0.01
H  -3.05  0.27  0.07
H  -2.30  0.08  1.62
H  -1.71  1.32  0.50
H  0.82  1.76  -1.10
H  1.07  0.16  -1.91
H  -0.14  -0.69  0.74
H  1.75  -1.47  -0.30

***

No. 9
Density functional theory data (ωB97M-V/def2-TZVPD) for an isolated molecule of C3H7O4.

Properties
Energy relative to the best compared isomer or geometry (same formula, charge and spin) (eV): 4.302
HOMO (alpha / beta) (eV): -10.53 / -10.53
Kohn-Sham gap (alpha / beta) (eV): 11.43 / 8.99
Charge: 0
⟨S²⟩: 0.76
Multiplicity: 2
E_LUMO (alpha / beta) (eV): 0.90 / -1.54

Geometry (Å):
C  2.32  1.08  1.19
C  1.49  -0.04  0.58
C  0.06  0.39  0.23
O  -0.65  -0.73  -0.18
O  -2.00  -0.29  -0.55
O  -1.93  0.70  -1.43
O  1.43  -1.15  1.46
H  2.44  1.92  0.51
H  1.85  1.43  2.10
H  3.31  0.70  1.46
H  1.96  -0.42  -0.34
H  -0.47  0.80  1.10
H  0.00  1.12  -0.58
H  0.70  -1.74  1.18

***

No. 10
Density functional theory data (ωB97M-V/def2-TZVPD) for a 2-piece molecular cluster, C3H7O5P overall.

Properties
Energy relative to the best compared isomer or geometry (same formula, charge and spin) (eV): 1.530
HOMO (eV): 1.34
Kohn-Sham gap (eV): 5.57
Charge: -2
E_LUMO (eV): 6.91

Geometry (Å):
C  0.79  0.95  -1.04
C  1.15  -1.35  0.50
C  0.18  0.45  0.28
O  -2.25  0.29  1.56
O  -1.81  -1.36  -0.52
O  -2.18  1.15  -0.99
O  1.15  -2.05  -0.55
O  0.41  1.28  1.39
P  -1.69  0.24  0.11
H  1.44  1.82  -0.87
H  1.35  0.19  -1.54
H  -0.02  1.24  -1.59
H  2.20  -0.74  0.79
H  0.62  -1.69  1.38
H  -0.92  -1.57  -0.82
H  -0.41  1.13  1.92

***

No. 11
Density functional theory data (ωB97M-V/def2-TZVPD) for a 2-piece molecular cluster, C3H7OPS2 overall.

Properties
Energy relative to the best compared isomer or geometry (same formula, charge and spin) (eV): 3.908
HOMO (alpha / beta) (eV): -8.48 / -9.27
Kohn-Sham gap (alpha / beta) (eV): 7.97 / 7.37
Charge: 0
E_LUMO (alpha / beta) (eV): -0.51 / -1.90

Geometry (Å):
C  0.94  -0.17  -1.12
C  -0.31  -0.66  -1.93
C  -0.19  1.83  2.03
O  -1.13  -2.11  1.92
P  -0.68  -1.08  0.99
S  1.29  -1.60  0.10
S  -1.80  -0.83  -0.92
H  1.84  -0.16  -1.65
H  0.81  0.63  -0.56
H  -0.54  -0.03  -2.66
H  -0.11  -1.58  -2.44
H  0.57  1.11  2.01
H  -0.24  2.59  1.20
H  -0.43  2.04  3.02

***

No. 12
Density functional theory data (ωB97M-V/def2-TZVPD) for a 2-piece molecular cluster, C3H7OS overall.

Properties
Energy relative to the best compared isomer or geometry (same formula, charge and spin) (eV): 2.084
HOMO (eV): -2.40
Kohn-Sham gap (eV): 6.12
Charge: -1
E_LUMO (eV): 3.73

Geometry (Å):
O  2.29  4.45  0.54
C  1.39  3.59  0.47
H  1.62  2.55  1.03
H  0.40  3.56  0.07
C  -0.38  -2.41  -0.42
C  -1.19  -1.16  -0.22
S  -0.45  -0.21  1.10
H  0.74  -2.23  -0.28
H  -0.46  -3.20  0.38
H  -0.65  -2.93  -1.33
H  -0.94  -0.51  -1.08
H  -2.37  -1.49  -0.27